C28H29ClF2N3O5 | ωB97M-V with the def2-TZVPD basis set

ORCA input file:
```
! wB97M-V def2-TZVPD RIJCOSX def2/J DEFGRID3
* xyz -1 1
Cl -0.10220 1.61873 -1.40546
O 1.04612 2.49025 -1.56689
O -0.46907 1.01046 -2.66618
O 0.23470 0.52069 -0.51049
O -1.21084 2.38108 -0.89560
N -3.80179 -0.15864 0.70331
C -4.23211 -0.94419 1.68814
C -4.10801 -2.33320 1.59845
C -3.61041 -2.93992 0.47585
C -3.16632 -2.11366 -0.54941
C -3.21716 -0.73998 -0.35859
H -4.76031 -0.46274 2.50074
H -4.49991 -2.96705 2.38763
H -3.57550 -4.02095 0.45480
H -2.75834 -2.53272 -1.45832
H -2.78010 -0.09751 -1.11343
N 0.45600 -4.18186 0.21989
C 1.05859 -3.01867 0.52680
C 1.02933 -1.88963 -0.27775
C 0.31213 -1.93824 -1.47308
C -0.17050 -3.18043 -1.87265
C -0.14630 -4.21979 -0.96229
H 1.53895 -2.94306 1.49462
H 1.47744 -0.98083 0.09919
H 0.15593 -1.11296 -2.15309
H -0.70012 -3.32214 -2.80516
H -0.56909 -5.19655 -1.18691
N 1.58782 3.53362 2.66168
C 2.38384 4.33878 3.36515
C 3.71612 4.55670 3.00457
C 4.29226 3.76694 2.01842
C 3.46080 2.92588 1.32220
C 2.10878 2.84151 1.65176
H 1.91305 4.95630 4.11995
H 4.31889 5.27829 3.54422
H 5.34668 3.84180 1.78697
H 3.86759 2.35119 0.49808
H 1.47928 2.13759 1.12213
C 1.07369 5.90360 0.43468
O 0.10676 4.94168 0.00738
H 0.79272 6.89509 0.06366
H 1.04962 5.93585 1.52301
H 2.07068 5.65030 0.07105
H 0.55981 4.41482 -0.66510
F 0.89678 1.03337 5.23437
C 0.21665 0.06321 4.59910
C -0.32778 -0.98468 5.32309
C -1.02268 -1.97972 4.64173
C -1.13586 -1.93196 3.26635
C -0.64731 -0.86459 2.53321
C 0.13234 0.06855 3.20999
H -0.14645 -0.98735 6.39107
H -1.30604 -2.82228 5.26034
H -1.45645 -2.78986 2.68208
H -0.80523 -0.72000 1.47339
H 0.51700 0.92104 2.66029
F -0.42934 -4.11291 -6.31191
C -0.21262 -2.83606 -5.92228
C -1.17957 -2.16513 -5.22881
C -0.84399 -0.91271 -4.72168
C 0.45334 -0.44701 -4.81386
C 1.39946 -1.12129 -5.58582
C 1.05327 -2.31553 -6.19054
H -2.17549 -2.58425 -5.16948
H -1.49154 -0.27121 -4.13455
H 0.74329 0.46659 -4.31031
H 2.43141 -0.79538 -5.57692
H 1.77734 -2.90730 -6.73281
*
```

## Properties
**LUMO**: 2.80 eV
**HOMO-LUMO gap**: 9.3 eV
**Energy above the lowest of the compared OMol25 structures with the same formula, charge and spin**: 44.54 kJ/mol

CH2O2S | ωB97M-V with the def2-TZVPD basis set

ORCA input file:
```
! wB97M-V def2-TZVPD RIJCOSX def2/J DEFGRID3
* xyz 0 1
C -0.66835 -0.68848 0.13745
O -1.28603 -2.27875 -1.96791
O 0.88792 -2.59914 -1.02479
S -0.21206 -1.75700 -1.13496
H 0.61910 0.03925 -1.68075
H -1.69750 -0.51216 -0.32443
*
```

## Properties
**LUMO (alpha / beta)**: -2.85 / -2.85 eV
**HOMO-LUMO gap (alpha / beta)**: 8.2 / 8.2 eV
**Energy above the lowest of the compared OMol25 structures with the same formula, charge and spin**: 749.67 kJ/mol

C19H18IN3O3ReS | ωB97M-V with the def2-TZVPD basis set

ORCA input file:
```
! wB97M-V def2-TZVPD RIJCOSX def2/J DEFGRID3
* xyz 2 4
C 1.69533 3.25858 -0.08558
C 3.26987 1.13881 -0.40072
H 0.78452 3.72178 -0.48744
H 2.58344 3.63616 -0.60871
H 1.94146 3.46722 0.97912
H 3.84779 0.19273 -0.64033
H 3.68204 1.99328 -0.95857
H 3.45058 1.44560 0.65552
C -2.06955 1.78171 -1.42739
C -3.32733 1.61377 -2.01249
C -3.56122 0.56648 -2.89728
C -2.50632 -0.30891 -3.11064
H -1.86302 2.61928 -0.75873
H -4.10679 2.32826 -1.77810
H -4.52599 0.42426 -3.39335
H -2.61863 -1.15400 -3.77989
N -1.05607 0.95411 -1.66377
C -1.27276 -0.11921 -2.45344
C -0.17932 -1.07763 -2.49098
N 0.89893 -0.77518 -1.72397
C 1.83126 -1.71168 -1.55580
C 0.72092 -3.24609 -3.05553
C 1.76857 -2.94130 -2.19925
H 2.63403 -1.45186 -0.87672
H 2.57011 -3.63849 -2.01680
C -0.27404 -2.28887 -3.19497
H -1.15367 -2.46899 -3.80738
H 0.65242 -4.20130 -3.57655
Re 1.26875 1.30213 -0.72229
I 1.68835 2.03393 -3.16161
O 1.02552 2.33229 2.67685
S 1.22103 0.93589 2.39339
O 2.51909 0.32235 2.47257
N 0.38825 0.44732 0.94203
C -0.59732 -0.50400 1.14972
O -1.17244 -1.11800 0.24718
C -0.80213 -0.69340 2.59189
C -1.75835 -1.52452 3.19863
C -1.79686 -1.60201 4.59090
C -0.87380 -0.87356 5.37010
C 0.09177 -0.06030 4.75813
C 0.09683 0.01043 3.36788
H -2.44085 -2.09028 2.55990
H -2.55170 -2.23894 5.07618
H -0.93128 -0.94136 6.45799
H 0.80860 0.50351 5.35032
*
```

## Properties
**LUMO (alpha / beta)**: -10.11 / -11.23 eV
**⟨S²⟩**: 3.899
**HOMO-LUMO gap (alpha / beta)**: 5.2 / 4.1 eV

Calculated E in order - -2284.52668, -587.70125, -1898.25533 hartree